Version 1
Here is an isolated molecule of C9H12N2 from OMol25. Energies are from wB97M-V/def2-TZVPD.

```
23
C9H12N2 | OMol25 | wB97M-V/def2-TZVPD
C -1.986 -1.337 0.125
C -3.007 -0.521 0.389
C -0.829 -0.470 -0.156
C -1.287 0.832 -0.140
C 0.959 1.775 -0.073
C 1.495 0.564 0.004
C -0.514 2.104 -0.366
C 2.846 0.044 0.362
C 1.017 -2.084 -0.216
N -2.622 0.799 0.190
N 0.431 -0.781 -0.594
H -1.942 -2.368 0.109
H -3.996 -0.885 0.525
H 1.464 2.714 0.181
H -0.476 2.446 -1.346
H -0.926 2.755 0.408
H 3.113 -0.877 -0.261
H 2.753 -0.110 1.347
H 3.525 0.876 0.137
H 0.799 -2.134 0.887
H 0.358 -2.874 -0.866
H 1.955 -2.083 -0.591
H -3.130 1.616 -0.052
```

The SMILES is CC1=CCc2[nH]ccc2N1C. The value obtained for the gap between HOMO and LUMO is 0.28684 hartree. Its highest occupied orbital energy is -6.781 eV.

natural (NBO) population analysis, charges in e, atoms 1 to 6: number 1, C, carries -0.3261; number 2, C, carries -0.0658; number 3, C, carries 0.0654; number 4, C, carries 0.0842; number 5, C, carries -0.2649; number 6, C, carries 0.2388

---

Version 2
Here is an isolated molecule of C9H12N2 from OMol25. Energies are from wB97M-V/def2-TZVPD.

```
23
C9H12N2 | OMol25 | wB97M-V/def2-TZVPD
C -0.361 1.288 -0.118
C 2.013 1.240 0.714
C 0.848 0.556 0.300
C 1.148 -0.802 0.134
C 0.285 -1.831 -0.353
C -1.369 0.857 -1.107
C -1.685 0.787 0.323
C 0.927 -2.974 -0.997
C -2.670 1.624 1.049
N 2.974 0.346 0.797
N 2.579 -0.812 0.330
H -0.219 2.430 -0.094
H 2.236 2.208 1.222
H -1.706 1.391 -1.941
H -1.203 -0.279 -1.470
H -1.717 -0.271 0.664
H 0.562 -3.851 -0.679
H 2.035 -2.917 -1.059
H 0.634 -2.910 -2.012
H -3.626 1.837 0.497
H -2.025 2.453 1.282
H -2.939 1.241 2.047
H 3.280 -1.611 0.473
```

The value obtained for the gap between HOMO and LUMO is 0.27679 hartree. Its highest occupied orbital energy is -7.970 eV.

natural (NBO) population analysis, charges in e, atoms 1 to 6: number 1, C, carries -0.2661; number 2, C, carries -0.1053; number 3, C, carries 0.0456; number 4, C, carries -0.0984; number 5, C, carries 0.0521; number 6, C, carries -0.4082

---

Which of them is most stable? Easy: version 1.

---

Version 1
Here is an isolated molecule of C6H6 from OMol25. Energies are from wB97M-V/def2-TZVPD.

```
12
C6H6 | OMol25 | wB97M-V/def2-TZVPD
C 1.193 -0.843 0.484
C -0.187 -0.221 0.150
C -0.367 1.071 0.845
C -0.443 2.130 1.417
C -0.556 -0.216 -1.262
C -1.204 -0.547 -2.225
H 2.022 -0.200 0.155
H 1.321 -0.986 1.564
H 1.307 -1.807 -0.016
H -1.077 -0.905 0.208
H -0.529 3.081 1.904
H -1.493 -0.571 -3.240
```

The SMILES is C#CC(C)C#C. The value obtained for the gap between HOMO and LUMO is 0.38787 hartree. Its highest occupied orbital energy is -9.660 eV.

natural (NBO) population analysis, charges in e, atoms 1 to 6: number 1, C, carries -0.5820; number 2, C, carries -0.3832; number 3, C, carries -0.0065; number 4, C, carries -0.2204; number 5, C, carries 0.0100; number 6, C, carries -0.2507

---

Version 2
Here is an isolated molecule of C6H6 from OMol25. Energies are from wB97M-V/def2-TZVPD.

```
12
C6H6 | OMol25 | wB97M-V/def2-TZVPD
C 1.645 -0.632 0.101
C 0.628 -1.451 0.651
C -0.433 -0.873 -0.211
C -1.588 -1.125 -0.752
C 0.510 0.185 -0.112
C 0.196 1.514 0.441
H 2.774 -0.647 -0.024
H -2.069 -0.287 -1.226
H -1.904 -2.119 -0.755
H 0.584 2.332 -0.054
H 0.606 1.475 1.510
H -0.949 1.628 0.431
```

The SMILES is C=C1C2=C[C@@]12C. The value obtained for the gap between HOMO and LUMO is 0.33053 hartree. Its highest occupied orbital energy is -8.492 eV.

Löwdin population analysis, charges in e, atoms 1 to 6: number 1, C, carries 0.0056; number 2, C, carries 0.0906; number 3, C, carries -0.3520; number 4, C, carries 0.0636; number 5, C, carries -0.3034; number 6, C, carries -0.0267

---

Which of them is most stable? Easy: version 1.

---

Version 1
Here is an isolated molecule of C6H6 from OMol25. Energies are from wB97M-V/def2-TZVPD.

```
12
C6H6 | OMol25 | wB97M-V/def2-TZVPD
C -3.683 -0.277 0.443
C -2.559 0.201 0.430
C 1.035 1.247 -0.687
C -1.343 0.612 0.111
C 0.029 0.453 -0.205
C 0.546 -0.953 0.180
H -4.524 -0.839 0.673
H 1.999 0.734 -0.791
H 0.977 2.374 -0.726
H 1.537 -1.085 0.525
H 0.539 -1.484 -0.856
H -0.149 -1.683 0.667
```

The value obtained for the gap between HOMO and LUMO (alpha / beta) is 0.24828 / 0.25132 hartree. Its highest occupied orbital energy (alpha / beta) is -7.893 / -7.581 eV.

natural (NBO) population analysis, charges in e, atoms 1 to 6: number 1, C, carries -0.1813; number 2, C, carries -0.0838; number 3, C, carries -0.3325; number 4, C, carries 0.0737; number 5, C, carries -0.1394; number 6, C, carries -0.6372

---

Version 2
Here is an isolated molecule of C6H6 from OMol25. Energies are from wB97M-V/def2-TZVPD.

```
12
C6H6 | OMol25 | wB97M-V/def2-TZVPD
C 0.452 1.029 0.405
C 1.336 0.014 0.294
C -2.323 -1.162 0.384
C -1.793 -0.153 -0.031
C -0.880 0.964 -0.326
C 2.193 -0.905 -0.210
H 0.536 1.871 1.123
H -2.921 -1.906 0.611
H -0.558 0.890 -1.357
H -1.243 1.967 -0.264
H 2.095 -2.015 0.093
H 3.105 -0.595 -0.721
```

The SMILES is C#CCC=C=C. The value obtained for the gap between HOMO and LUMO is 0.37128 hartree. Its highest occupied orbital energy is -9.131 eV.

natural (NBO) population analysis, charges in e, atoms 1 to 6: number 1, C, carries -0.2725; number 2, C, carries 0.1138; number 3, C, carries -0.2288; number 4, C, carries 0.0264; number 5, C, carries -0.5152; number 6, C, carries -0.4966

---

Which of them is most stable? Easy: version 2.

---

Version 1
Here is an isolated molecule of C4H9N from OMol25. Energies are from wB97M-V/def2-TZVPD.

```
14
C4H9N | OMol25 | wB97M-V/def2-TZVPD
C 0.372 1.404 0.288
C -1.475 -0.753 -0.090
N 1.654 -0.678 0.541
C 0.913 0.219 -0.403
C -0.560 0.345 -0.557
H 1.914 -1.572 0.132
H 1.126 -0.842 1.392
H 0.652 2.375 -0.091
H 0.119 1.392 1.338
H 1.509 0.352 -1.300
H -1.036 0.943 -1.327
H -1.771 -1.405 -0.914
H -1.005 -1.391 0.657
H -2.413 -0.391 0.334
```

The SMILES is C[C@H]1C[C@H]1N. The value obtained for the gap between HOMO and LUMO is 0.37362 hartree. Its highest occupied orbital energy is -9.010 eV.

natural (NBO) population analysis, charges in e, atoms 1 to 6: number 1, C, carries -0.4336; number 2, C, carries -0.6161; number 3, N, carries -0.8217; number 4, C, carries -0.0688; number 5, C, carries -0.2454; number 6, H, carries 0.3568

---

Version 2
Here is an isolated molecule of C4H9N from OMol25. Energies are from wB97M-V/def2-TZVPD.

```
14
C4H9N | OMol25 | wB97M-V/def2-TZVPD
C 1.137 1.121 0.552
C 0.552 -0.247 0.823
C -0.955 -0.402 0.838
N -0.176 -1.070 -0.133
C -0.511 -0.701 -1.457
H 1.281 1.672 1.491
H 2.107 1.069 0.047
H 0.452 1.711 -0.055
H 1.232 -0.895 1.393
H -1.521 0.462 0.125
H -1.530 -0.980 1.580
H -1.240 -1.420 -1.861
H -1.232 0.376 -1.248
H 0.402 -0.696 -2.096
```

The SMILES is C[C@H]1CN1C. The value obtained for the gap between HOMO and LUMO is 0.37002 hartree. Its highest occupied orbital energy is -8.864 eV.

natural (NBO) population analysis, charges in e, atoms 1 to 6: number 1, C, carries -0.6327; number 2, C, carries -0.0767; number 3, C, carries -0.2316; number 4, N, carries -0.4214; number 5, C, carries -0.3789; number 6, H, carries 0.2207

---

Which of them is most stable? Easy: version 1.

---

Version 1
Here is an isolated molecule of C4H9N from OMol25. Energies are from wB97M-V/def2-TZVPD.

```
14
C4H9N | OMol25 | wB97M-V/def2-TZVPD
C -0.228 0.470 2.114
N -0.371 0.831 0.707
C 0.568 0.137 -0.155
C -0.222 -1.008 -2.233
C 0.152 0.108 -1.605
H 0.779 0.703 2.468
H -0.924 1.032 2.737
H -0.379 -0.602 2.301
H -1.320 0.559 0.478
H 0.803 -0.893 0.163
H 1.536 0.648 -0.104
H 0.112 -1.197 -3.252
H -0.472 -1.925 -1.706
H -0.035 1.136 -1.912
```

The SMILES is C=CCNC. The value obtained for the gap between HOMO and LUMO is 0.37409 hartree. Its highest occupied orbital energy is -8.997 eV.

natural (NBO) population analysis, charges in e, atoms 1 to 6: number 1, C, carries -0.4123; number 2, N, carries -0.6139; number 3, C, carries -0.2620; number 4, C, carries -0.4086; number 5, C, carries -0.1664; number 6, H, carries 0.1898

---

Version 2
Here is an isolated molecule of C4H9N from OMol25. Energies are from wB97M-V/def2-TZVPD.

```
14
C4H9N | OMol25 | wB97M-V/def2-TZVPD
C -0.355 1.296 0.699
C -0.210 -0.161 0.613
C -0.920 -1.085 -0.401
C 0.634 -0.909 -0.101
H 0.158 2.003 1.247
H -1.220 1.483 1.364
H -0.711 1.810 -0.227
H -0.301 -0.456 1.791
H -1.728 -1.790 -0.078
H -1.147 -0.363 -1.312
H 1.525 -1.629 0.389
H 2.095 0.282 -0.775
H 1.109 -0.534 -2.029
N 1.074 0.054 -1.179
```

The SMILES is C[C@H]1C[C@H]1N. The value obtained for the gap between HOMO and LUMO is 0.38668 hartree. Its highest occupied orbital energy is -9.489 eV.

natural (NBO) population analysis, charges in e, atoms 1 to 6: number 1, C, carries -0.6345; number 2, C, carries -0.2412; number 3, C, carries -0.4659; number 4, C, carries -0.0565; number 5, H, carries 0.2282; number 6, H, carries 0.2075

---

Version 3
Here is an isolated molecule of C4H9N from OMol25. Energies are from wB97M-V/def2-TZVPD.

```
14
C4H9N | OMol25 | wB97M-V/def2-TZVPD
C -1.932 0.225 -0.211
C -0.701 -0.574 0.091
C 1.319 0.848 0.048
C 1.841 -0.517 -0.108
H -2.875 -0.198 0.232
H -1.686 1.114 0.420
H -2.110 0.430 -1.274
H -0.643 -0.586 1.168
H -0.857 -1.580 -0.206
H 1.676 1.756 -0.539
H 1.059 1.146 1.041
H 1.860 -1.127 0.834
H 2.554 -0.798 -0.906
N 0.495 -0.140 -0.590
```

The SMILES is CCN1CC1. The value obtained for the gap between HOMO and LUMO is 0.38184 hartree. Its highest occupied orbital energy is -9.125 eV.

natural (NBO) population analysis, charges in e, atoms 1 to 6: number 1, C, carries -0.6099; number 2, C, carries -0.2196; number 3, C, carries -0.2603; number 4, C, carries -0.2589; number 5, H, carries 0.2143; number 6, H, carries 0.1998

---

Version 4
Here is a cluster of 2 separate species, C4H9N in total from OMol25. Energies are from wB97M-V/def2-TZVPD.

```
14
C4H9N | OMol25 | wB97M-V/def2-TZVPD
C 0.322 -1.483 -1.427
C 0.767 0.175 -0.082
C -0.187 1.088 -0.867
N -0.294 0.567 0.514
C -0.775 0.794 1.848
H 1.016 -1.557 -2.272
H 0.771 -2.047 -0.596
H -0.611 -2.012 -1.657
H 1.759 -0.068 0.277
H -0.167 -0.256 -1.536
H 0.061 2.163 -0.822
H -0.104 1.512 2.333
H -1.782 1.212 1.822
H -0.781 -0.137 2.423
```

The SMILES is CN1C=C1.C. The value obtained for the gap between HOMO and LUMO is 0.30198 hartree. Its highest occupied orbital energy is -7.511 eV.

natural (NBO) population analysis, charges in e, atoms 1 to 6: number 1, C, carries -0.9621; number 2, C, carries 0.1498; number 3, C, carries -0.3930; number 4, N, carries -0.3580; number 5, C, carries -0.4061; number 6, H, carries 0.2124

---

Which of them is most stable? Easy: version 3.

---

Version 1
Here is an isolated molecule of C4H9N from OMol25. Energies are from wB97M-V/def2-TZVPD.

```
14
C4H9N | OMol25 | wB97M-V/def2-TZVPD
C 0.166 0.729 -1.761
C -0.395 0.862 -0.229
C 0.350 -1.309 0.597
C -0.159 -0.650 1.790
H 0.196 1.746 -2.219
H 1.041 0.149 -1.820
H -0.686 0.234 -2.326
H 0.562 1.309 0.235
H -1.191 1.586 -0.168
H -0.007 -2.290 0.449
H 1.333 -0.948 0.273
H 0.388 0.225 2.329
H -0.778 -1.234 2.453
N -0.820 -0.409 0.398
```

The SMILES is CCN1CC1. The value obtained for the gap between HOMO and LUMO is 0.39066 hartree. Its highest occupied orbital energy is -9.369 eV.

natural (NBO) population analysis, charges in e, atoms 1 to 6: number 1, C, carries -0.6233; number 2, C, carries -0.2195; number 3, C, carries -0.2872; number 4, C, carries -0.2647; number 5, H, carries 0.2155; number 6, H, carries 0.2034

---

Version 2
Here is a cluster of 2 separate species, C4H9N in total from OMol25. Energies are from wB97M-V/def2-TZVPD.

```
14
C4H9N | OMol25 | wB97M-V/def2-TZVPD
C 2.762 -0.852 -0.386
N 3.852 -0.438 0.103
H 2.774 -1.176 -1.422
H 1.794 -0.641 0.079
H 3.704 -0.083 1.048
C -1.825 -0.748 0.329
C -1.930 0.616 -0.255
C -1.190 1.689 -0.022
H -0.876 -1.041 0.780
H -2.047 -1.431 -0.488
H -2.601 -0.899 1.079
H -2.790 0.803 -0.893
H -1.316 2.623 -0.548
H -0.311 1.578 0.596
```

The SMILES is C=CC.C=N. The value obtained for the gap between HOMO and LUMO is 0.39644 hartree. Its highest occupied orbital energy is -9.805 eV.

natural (NBO) population analysis, charges in e, atoms 1 to 6: number 1, C, carries -0.0528; number 2, N, carries -0.5814; number 3, H, carries 0.1627; number 4, H, carries 0.1452; number 5, H, carries 0.3262; number 6, C, carries -0.6528

---

Version 3
Here is a cluster of 2 separate species, C4H9N in total from OMol25. Energies are from wB97M-V/def2-TZVPD.

```
14
C4H9N | OMol25 | wB97M-V/def2-TZVPD
C -2.509 0.041 0.691
C -2.958 -1.245 0.767
H -2.199 0.654 1.536
H -2.049 0.374 -0.214
H -3.195 -1.679 1.713
H -3.167 -1.848 -0.235
C 2.743 1.355 -0.565
C 1.762 0.555 -1.033
N 1.635 -0.826 -0.361
H 3.677 0.944 -0.084
H 2.523 2.459 -0.524
H 1.011 0.773 -1.814
H 0.593 -1.080 -0.363
H 2.134 -0.479 0.486
```

The SMILES is C=CN.C=C. The value obtained for the gap between HOMO and LUMO is 0.34356 hartree. Its highest occupied orbital energy is -8.384 eV.

natural (NBO) population analysis, charges in e, atoms 1 to 6: number 1, C, carries -0.4000; number 2, C, carries -0.3809; number 3, H, carries 0.1968; number 4, H, carries 0.1849; number 5, H, carries 0.1961; number 6, H, carries 0.2032

---

Which of them is most stable? Easy: version 2.